# C60H148N12O4

12 unconnected molecules or ions with the total composition C60H148N12O4 in a non-equilibrium geometry (ωB97M-V/def2-TZVPD, OMol25).

Properties
Gap between HOMO and LUMO in eV: 8.4
Energy in eV: -90689.5052
ΔE to the lowest compared entry with this formula, charge and spin in kcal per mole: 68.1
HOMO energy in eV: -8.030
SMILES string: CCN(CC)CC.CCN(CC)CC.CCN(CC)CC.CCN(CC)CC.CCN(CC)CC.CCN(CC)CC.CCN(CC)CC.CCN(CC)CC.CNC(C)=O.CNC(C)=O.CNC(C)=O.CNC(C)=O
Charge: 0
LUMO in Ha: 0.0132
Max |F| in hartree/bohr: 0.0596

Last columns: bonded neighbours and bond lengths (Å).
Geometry (Å):
1 O -0.58 -1.25 3.55  C70 1.229
2 O 0.92 3.56 4.31  C30 1.234
3 O 3.79 5.49 -1.93  C41 1.216
4 O -0.11 1.30 -0.90  C31 1.235
5 N 6.08 -2.50 2.09  C42 1.540, C46 1.461, C47 1.452
6 N -0.71 -5.42 -1.37  C29 1.475, C60 1.425, C62 1.477
7 N -3.21 6.23 2.99  C25 1.471, C44 1.512, C58 1.463
8 N 1.45 -5.10 5.52  C19 1.474, C43 1.423, C66 1.510
9 N 5.71 -1.13 -3.89  C27 1.464, C55 1.485, C73 1.442
10 N -5.70 -0.46 0.42  C40 1.469, C59 1.476, C68 1.495
11 N -0.49 -0.28 0.72  C21 1.429, C31 1.314, H108 1.010
12 N 3.67 3.41 -2.69  C18 1.480, C41 1.340, H212 1.010
13 N -0.80 -1.63 -5.07  C24 1.497, C35 1.483, C71 1.433
14 N -3.91 4.24 -3.86  C34 1.514, C61 1.462, C72 1.461
15 N -1.17 4.35 4.20  C30 1.317, C48 1.448, H128 1.010
16 N -1.61 -0.91 5.54  C54 1.435, C70 1.346, H222 1.010
17 C 5.79 0.22 -5.99  C27 1.519, H110 1.090, H174 1.090, H199 1.090
18 C 3.00 2.10 -2.86  N12 1.480, H155 1.090, H193 1.090, H196 1.090
19 C 2.58 -5.96 5.13  N8 1.474, C37 1.550, H78 1.090, H89 1.090
20 C -0.38 0.84 -4.71  C24 1.525, H153 1.090, H182 1.090, H207 1.090
21 C -0.16 -1.45 -0.03  N11 1.429, H168 1.090, H187 1.090, H218 1.090
22 C 8.15 -1.56 1.13  C47 1.527, H91 1.090, H161 1.090, H208 1.090
23 C -4.01 0.51 -1.25  C68 1.521, H80 1.090, H106 1.090, H145 1.090
24 C -1.06 -0.43 -4.21  N13 1.497, C20 1.525, H200 1.090, H224 1.090
25 C -4.37 5.48 2.48  N7 1.471, C50 1.516, H79 1.090, H120 1.090
26 C -4.85 6.61 -3.95  C34 1.528, H149 1.090, H158 1.090, H206 1.090
27 C 5.26 0.08 -4.58  N9 1.464, C17 1.519, H86 1.090, H140 1.090
28 C -8.23 -0.72 0.14  C40 1.586, H103 1.090, H146 1.090, H189 1.090
29 C 0.36 -6.26 -1.95  N6 1.475, C38 1.574, H162 1.090, H197 1.090
30 C 0.11 4.39 3.88  O2 1.234, N15 1.317, C33 1.557
31 C -0.39 0.95 0.25  O4 1.235, N11 1.314, C63 1.509
32 C -2.38 -3.71 -1.92  C60 1.532, H167 1.090, H181 1.090, H192 1.090
33 C 0.58 5.44 2.83  C30 1.557, H109 1.090, H119 1.090, H165 1.090
34 C -5.14 5.11 -3.88  N14 1.514, C26 1.528, H77 1.090, H177 1.090
35 C -1.31 -1.58 -6.46  N13 1.483, C65 1.516, H96 1.090, H154 1.090
36 C -3.20 8.15 1.39  C58 1.533, H169 1.090, H186 1.090, H219 1.090
37 C 3.98 -5.31 5.25  C19 1.550, H88 1.090, H100 1.090, H178 1.090
38 C 1.77 -5.55 -1.87  C29 1.574, H93 1.090, H148 1.090, H194 1.090
39 C 7.76 -0.25 -2.75  C73 1.574, H125 1.090, H141 1.090, H209 1.090
40 C -6.87 -0.09 -0.39  N10 1.469, C28 1.586, H99 1.090, H121 1.090
41 C 3.20 4.43 -1.95  O3 1.216, N12 1.340, C52 1.530
42 C 5.18 -1.60 1.22  N5 1.540, C57 1.518, H152 1.090, H201 1.090
43 C 0.21 -5.79 5.50  N8 1.423, C53 1.546, H98 1.090, H183 1.090
44 C -3.59 7.14 4.13  N7 1.512, C69 1.512, H204 1.090, H213 1.090
45 C 1.11 -3.89 3.29  C66 1.500, H166 1.090, H184 1.090, H217 1.090
46 C 6.14 -2.01 3.47  N5 1.461, C75 1.569, H85 1.090, H135 1.090
47 C 7.35 -2.81 1.46  N5 1.452, C22 1.527, H137 1.090, H139 1.090
48 C -1.81 3.49 5.17  N15 1.448, H170 1.090, H205 1.090, H210 1.090
49 C 0.56 0.07 5.14  C70 1.484, H95 1.090, H157 1.090, H223 1.090
50 C -4.00 4.43 1.46  C25 1.516, H111 1.090, H160 1.090, H190 1.090
51 C -0.39 -6.38 0.96  C62 1.564, H133 1.090, H195 1.090, H214 1.090
52 C 1.94 4.28 -1.09  C41 1.530, H123 1.090, H144 1.090, H172 1.090
53 C -0.87 -5.01 6.28  C43 1.546, H104 1.090, H105 1.090, H115 1.090
54 C -2.78 -1.71 5.30  N16 1.435, H107 1.090, H156 1.090, H188 1.090
55 C 5.03 -1.35 -2.58  N9 1.485, C56 1.554, H81 1.090, H179 1.090
56 C 3.53 -1.73 -2.73  C55 1.554, H97 1.090, H101 1.090, H202 1.090
57 C 3.69 -1.86 1.33  C42 1.518, H82 1.090, H92 1.090, H124 1.090
58 C -2.43 6.98 2.00  N7 1.463, C36 1.533, H131 1.090, H203 1.090
59 C -5.26 -1.87 0.36  N10 1.476, C76 1.512, H118 1.090, H159 1.090
60 C -1.01 -4.34 -2.23  N6 1.425, C32 1.532, H176 1.090, H185 1.090
61 C -3.46 4.16 -2.47  N14 1.462, C64 1.548, H117 1.090, H143 1.090
62 C -0.57 -5.11 0.07  N6 1.477, C51 1.564, H126 1.090, H134 1.090
63 C -0.68 1.99 1.30  C31 1.509, H138 1.090, H173 1.090, H221 1.090
64 C -2.00 3.67 -2.40  C61 1.548, H116 1.090, H132 1.090, H136 1.090
65 C -2.79 -1.26 -6.45  C35 1.516, H102 1.090, H151 1.090, H180 1.090
66 C 1.45 -3.80 4.75  N8 1.510, C45 1.500, H87 1.090, H142 1.090
67 C -4.29 2.83 -5.93  C72 1.544, H127 1.090, H163 1.090, H216 1.090
68 C -4.58 0.49 0.16  N10 1.495, C23 1.521, H171 1.090, H211 1.090
69 C -2.43 7.70 4.92  C44 1.512, H94 1.090, H150 1.090, H175 1.090
70 C -0.59 -0.74 4.67  O1 1.229, N16 1.346, C49 1.484
71 C 0.56 -2.07 -5.01  N13 1.433, C74 1.511, H83 1.090, H220 1.090
72 C -3.99 2.89 -4.42  N14 1.461, C67 1.544, H114 1.090, H198 1.090
73 C 7.15 -1.25 -3.80  N9 1.442, C39 1.574, H112 1.090, H122 1.090
74 C 0.74 -3.48 -5.53  C71 1.511, H90 1.090, H130 1.090, H215 1.090
75 C 7.01 -2.88 4.43  C46 1.569, H147 1.090, H164 1.090, H191 1.090
76 C -4.14 -2.16 1.34  C59 1.512, H84 1.090, H113 1.090, H129 1.090
77 H -5.78 4.78 -3.05  C34 1.090
78 H 2.51 -6.81 5.81  C19 1.090
79 H -5.06 6.18 2.03  C25 1.090
80 H -3.22 1.27 -1.27  C23 1.090
81 H 5.47 -2.13 -1.96  C55 1.090
82 H 3.40 -1.85 2.38  C57 1.090
83 H 0.84 -2.03 -3.96  C71 1.090
84 H -3.85 -3.19 1.14  C76 1.090
85 H 6.54 -0.99 3.50  C46 1.090
86 H 5.63 0.88 -3.94  C27 1.090
87 H 2.36 -3.21 4.87  C66 1.090
88 H 4.18 -4.53 4.51  C37 1.090
89 H 2.42 -6.33 4.11  C19 1.090
90 H 1.49 -4.08 -5.03  C74 1.090
91 H 7.65 -1.13 0.26  C22 1.090
92 H 3.09 -1.11 0.81  C57 1.090
93 H 2.00 -5.18 -0.87  C38 1.090
94 H -1.82 8.38 4.32  C69 1.090
95 H 1.31 -0.55 5.63  C49 1.090
96 H -0.78 -0.80 -7.01  C35 1.090
97 H 3.19 -1.99 -1.73  C56 1.090
98 H -0.22 -5.95 4.51  C43 1.090
99 H -6.96 0.99 -0.42  C40 1.090
100 H 4.17 -4.70 6.14  C37 1.090
101 H 2.99 -0.89 -3.16  C56 1.090
102 H -2.93 -0.21 -6.22  C65 1.090
103 H -8.53 -0.23 1.07  C28 1.090
104 H -1.62 -5.76 6.52  C53 1.090
105 H -1.32 -4.18 5.74  C53 1.090
106 H -4.70 0.93 -1.99  C23 1.090
107 H -3.65 -1.05 5.22  C54 1.090
108 H -0.69 -0.39 1.71  N11 1.010
109 H 1.01 6.30 3.35  C33 1.090
110 H 5.15 0.84 -6.62  C17 1.090
111 H -3.03 3.97 1.67  C50 1.090
112 H 7.45 -2.28 -3.63  C73 1.090
113 H -4.40 -2.08 2.39  C76 1.090
114 H -3.08 2.32 -4.27  C72 1.090
115 H -0.51 -4.66 7.25  C53 1.090
116 H -1.45 3.96 -1.50  C64 1.090
117 H -3.41 5.18 -2.09  C61 1.090
118 H -6.05 -2.55 0.70  C59 1.090
119 H -0.19 5.65 2.10  C33 1.090
120 H -4.82 4.98 3.34  C25 1.090
121 H -6.70 -0.30 -1.45  C40 1.090
122 H 7.61 -1.05 -4.77  C73 1.090
123 H 2.04 3.31 -0.60  C52 1.090
124 H 3.48 -2.84 0.89  C57 1.090
125 H 7.55 0.80 -2.92  C39 1.090
126 H -1.47 -4.62 0.45  C62 1.090
127 H -3.63 3.55 -6.42  C67 1.090
128 H -1.78 4.91 3.62  N15 1.010
129 H -3.25 -1.55 1.23  C76 1.090
130 H 1.04 -3.47 -6.58  C74 1.090
131 H -2.10 6.42 1.13  C58 1.090
132 H -1.31 4.11 -3.12  C64 1.090
133 H -0.47 -6.07 2.00  C51 1.090
134 H 0.22 -4.41 0.33  C62 1.090
135 H 5.13 -1.96 3.87  C46 1.090
136 H -1.91 2.61 -2.64  C64 1.090
137 H 7.06 -3.39 0.59  C47 1.090
138 H -0.57 1.66 2.34  C63 1.090
139 H 7.96 -3.48 2.07  C47 1.090
140 H 4.17 0.08 -4.65  C27 1.090
141 H 8.84 -0.26 -2.59  C39 1.090
142 H 0.72 -3.15 5.23  C66 1.090
143 H -4.03 3.55 -1.78  C61 1.090
144 H 1.12 4.26 -1.80  C52 1.090
145 H -3.69 -0.46 -1.63  C23 1.090
146 H -9.03 -0.61 -0.58  C28 1.090
147 H 7.00 -2.58 5.48  C75 1.090
148 H 1.71 -4.68 -2.52  C38 1.090
149 H -4.31 6.93 -3.06  C26 1.090
150 H -1.79 6.87 5.24  C69 1.090
151 H -3.29 -1.92 -5.74  C65 1.090
152 H 5.55 -1.65 0.19  C42 1.090
153 H -0.55 0.98 -5.78  C20 1.090
154 H -1.22 -2.54 -6.96  C35 1.090
155 H 1.93 2.14 -2.64  C18 1.090
156 H -2.95 -2.32 6.18  C54 1.090
157 H 0.97 0.63 4.29  C49 1.090
158 H -4.18 6.82 -4.79  C26 1.090
159 H -4.89 -2.18 -0.61  C59 1.090
160 H -3.87 4.89 0.48  C50 1.090
161 H 9.17 -1.81 0.85  C22 1.090
162 H 0.50 -7.19 -1.41  C29 1.090
163 H -5.34 3.08 -6.09  C67 1.090
164 H 8.07 -2.95 4.18  C75 1.090
165 H 1.43 5.08 2.25  C33 1.090
166 H 1.65 -4.73 2.85  C45 1.090
167 H -2.35 -3.14 -0.99  C32 1.090
168 H -0.32 -2.38 0.51  C21 1.090
169 H -3.80 7.72 0.58  C36 1.090
170 H -2.30 4.05 5.97  C48 1.090
171 H -3.74 0.40 0.85  C68 1.090
172 H 1.88 5.13 -0.42  C52 1.090
173 H -0.07 2.89 1.19  C63 1.090
174 H 5.93 -0.73 -6.51  C17 1.090
175 H -2.71 8.29 5.79  C69 1.090
176 H -1.11 -4.61 -3.28  C60 1.090
177 H -5.69 4.89 -4.79  C34 1.090
178 H 4.70 -6.13 5.28  C37 1.090
179 H 5.14 -0.44 -1.98  C55 1.090
180 H -3.18 -1.47 -7.45  C65 1.090
181 H -2.71 -3.05 -2.72  C32 1.090
182 H -0.67 1.74 -4.17  C20 1.090
183 H 0.42 -6.74 6.01  C43 1.090
184 H 0.04 -3.96 3.10  C45 1.090
185 H -0.23 -3.58 -2.19  C60 1.090
186 H -2.48 8.81 0.90  C36 1.090
187 H 0.89 -1.42 -0.33  C21 1.090
188 H -2.58 -2.41 4.49  C54 1.090
189 H -8.22 -1.81 0.22  C28 1.090
190 H -4.81 3.72 1.30  C50 1.090
191 H 6.74 -3.93 4.32  C75 1.090
192 H -3.04 -4.57 -1.84  C32 1.090
193 H 3.41 1.36 -2.18  C18 1.090
194 H 2.55 -6.18 -2.29  C38 1.090
195 H -1.22 -7.06 0.75  C51 1.090
196 H 3.21 1.84 -3.89  C18 1.090
197 H 0.07 -6.54 -2.96  C29 1.090
198 H -4.73 2.34 -3.84  C72 1.090
199 H 6.75 0.73 -5.87  C17 1.090
200 H -2.14 -0.33 -4.15  C24 1.090
201 H 5.24 -0.57 1.57  C42 1.090
202 H 3.33 -2.59 -3.37  C56 1.090
203 H -1.50 7.38 2.42  C58 1.090
204 H -4.14 6.51 4.82  C44 1.090
205 H -2.59 2.91 4.67  C48 1.090
206 H -5.75 7.22 -3.97  C26 1.090
207 H 0.67 0.74 -4.45  C20 1.090
208 H 8.09 -0.80 1.91  C22 1.090
209 H 7.38 -0.53 -1.76  C39 1.090
210 H -1.14 2.79 5.66  C48 1.090
211 H -4.93 1.51 0.28  C68 1.090
212 H 4.53 3.58 -3.19  N12 1.010
213 H -4.28 7.95 3.86  C44 1.090
214 H 0.59 -6.81 0.74  C51 1.090
215 H -0.11 -4.16 -5.37  C74 1.090
216 H -4.19 1.84 -6.37  C67 1.090
217 H 1.45 -3.01 2.74  C45 1.090
218 H -0.81 -1.44 -0.91  C21 1.090
219 H -3.85 8.76 2.02  C36 1.090
220 H 1.20 -1.36 -5.53  C71 1.090
221 H -1.70 2.36 1.17  C63 1.090
222 H -1.54 -0.54 6.48  N16 1.010
223 H 0.34 0.76 5.95  C49 1.090
224 H -0.76 -0.57 -3.17  C24 1.090

Mulliken population analysis, charges in e, atoms 1 to 2: -0.6738, -0.7102